Entry 1:
{"formula": "C5H13N2O", "method": "ωB97M-V/def2-TZVPD", "elements": ["C", "N", "C", "C", "C", "N", "C", "O", "H", "H", "H", "H", "H", "H", "H", "H", "H", "H", "H", "H", "H"], "xyz": [[-1.424, -0.080, 2.285], [-0.164, 0.247, 1.588], [-0.348, 1.269, 0.457], [-0.182, 0.689, -0.945], [1.014, -0.235, -1.225], [1.074, -1.293, -0.273], [0.812, -0.667, -2.634], [0.941, 0.102, -3.539], [-1.221, -0.644, 3.195], [-2.063, -0.593, 1.520], [-1.835, 0.909, 2.657], [0.556, 0.663, 2.251], [0.235, -0.734, 1.231], [-1.462, 1.703, 0.439], [0.553, 1.998, 0.458], [-1.139, 0.023, -1.161], [-0.192, 1.545, -1.701], [1.869, 0.495, -1.222], [0.421, -2.040, -0.465], [2.041, -1.700, -0.092], [0.515, -1.657, -2.824]], "forces_ev_per_angstrom": [[-0.91, 1.61, 0.30], [1.43, -0.45, 0.47], [0.23, 0.96, -1.35], [-2.81, -1.42, -1.10], [0.27, 2.44, 0.03], [1.97, -1.46, 1.75], [0.76, 1.41, -0.64], [0.04, 0.36, -0.46], [-0.03, -0.43, -0.40], [0.27, 0.48, 1.14], [-0.06, -1.28, -0.70], [-1.22, -0.84, -0.90], [0.09, 2.42, -0.32], [2.83, -0.50, 0.78], [-1.98, -0.64, 0.96], [1.53, 1.34, 0.19], [-0.05, -1.20, 1.06], [-0.12, -1.25, 0.27], [0.13, -0.25, -0.35], [-1.80, 0.67, -0.63], [-0.56, -1.97, -0.11]], "charge": 1, "e_lumo_ha": -0.117, "gap_ev": 10.1, "smiles": "C[NH2+]CC[C@@H](N)C=O", "relative_energy_kcal_mol": 61.21, "homo_energy_ev": -13.2}

Entry 2:
{"formula": "C5H13N2P", "method": "ωB97M-V/def2-TZVPD", "elements": ["C", "N", "C", "C", "P", "N", "C", "C", "H", "H", "H", "H", "H", "H", "H", "H", "H", "H", "H", "H", "H"], "xyz": [[-2.207, 0.859, 1.412], [-1.264, 0.572, 0.365], [-1.763, 0.382, -1.007], [0.109, 0.430, 0.609], [0.971, 0.874, 2.055], [0.920, -0.309, -0.590], [2.275, 0.261, -0.828], [0.947, -1.802, -0.451], [-2.574, -0.121, 1.690], [-1.756, 1.232, 2.311], [-3.055, 1.396, 1.129], [-2.404, 1.244, -1.203], [-0.913, 0.327, -1.669], [-2.339, -0.522, -1.095], [2.317, 0.754, 1.481], [2.335, 1.348, -0.974], [2.951, -0.073, -0.064], [2.748, -0.203, -1.747], [1.886, -2.228, -0.440], [0.374, -2.088, 0.419], [0.441, -2.334, -1.404]], "forces_ev_per_angstrom": [[1.08, -2.23, 0.54], [3.05, -0.21, -1.09], [-0.05, 0.69, 1.09], [0.81, -1.28, -1.63], [0.01, 0.14, -0.72], [-0.87, 1.59, 1.40], [-0.10, -1.16, -1.27], [-3.55, 0.87, -2.33], [-0.53, -0.40, 0.49], [0.43, 0.62, 0.17], [-0.99, 1.31, -0.83], [0.02, -0.12, -0.36], [0.03, 0.12, -0.18], [-0.41, -0.53, -0.03], [-1.12, -0.21, 0.54], [-0.47, -0.40, 0.32], [0.56, 0.20, 0.70], [-1.01, 0.39, 0.62], [2.33, -0.47, 0.43], [-0.02, -0.21, 0.21], [0.79, 1.31, 1.93]], "e_lumo_ha": 0.032, "gap_ev": 8.2, "smiles": "CN(C)C(=P)N(C)C", "relative_energy_kcal_mol": 48.79, "homo_energy_ev": -7.3}

Entry 3:
{"formula": "C5H13N2S", "method": "ωB97M-V/def2-TZVPD", "elements": ["N", "C", "C", "N", "C", "C", "C", "S", "H", "H", "H", "H", "H", "H", "H", "H", "H", "H", "H", "H", "H"], "xyz": [[-2.328, -2.549, 0.417], [-2.160, -1.223, -0.133], [-0.895, -0.482, 0.256], [-0.789, 0.760, -0.475], [0.277, 1.674, -0.021], [1.673, 1.449, -0.584], [2.489, 0.399, 0.177], [2.908, 0.900, 1.892], [-1.967, -2.633, 1.354], [-1.987, -3.277, -0.199], [-2.153, -1.290, -1.225], [-3.022, -0.564, 0.019], [-0.032, -1.147, 0.141], [-0.862, -0.237, 1.319], [-0.625, 0.590, -1.460], [0.344, 1.642, 1.070], [-0.089, 2.692, -0.230], [2.169, 2.423, -0.503], [1.654, 1.163, -1.643], [3.444, 0.256, -0.341], [1.951, -0.545, 0.166]], "forces_ev_per_angstrom": [[-0.58, -0.21, -0.11], [-0.02, 0.64, -0.81], [0.41, -0.14, 0.29], [0.25, 0.32, 0.01], [-0.67, 0.38, 0.06], [0.11, 0.14, 0.36], [0.48, 0.55, 0.33], [-0.22, -0.12, -0.06], [0.19, -0.14, -0.05], [0.19, 0.20, 0.41], [0.10, -0.29, -0.09], [-0.02, -0.17, 0.53], [0.06, -0.19, -0.26], [-0.31, 0.05, 0.13], [-0.12, -0.22, -0.03], [0.07, -0.20, 0.00], [0.27, -0.17, -0.22], [0.27, -0.21, -0.09], [-0.29, 0.14, -0.21], [-0.18, -0.13, -0.17], [0.00, -0.22, -0.02]], "charge": -1, "e_lumo_ha": 0.130, "gap_ev": 5.9, "smiles": "NCCNCCC[S-]", "relative_energy_kcal_mol": 13.00, "homo_energy_ev": -2.4}

Entry 4:
{"formula": "C5H13N2S", "method": "ωB97M-V/def2-TZVPD", "elements": ["C", "N", "C", "C", "C", "S", "N", "C", "H", "H", "H", "H", "H", "H", "H", "H", "H", "H", "H", "H", "H"], "xyz": [[0.302, -2.902, 1.442], [0.449, -2.358, 0.066], [-0.462, -1.170, 0.026], [0.371, 0.096, -0.529], [-0.468, 1.079, -1.354], [-1.934, 1.645, -0.400], [1.035, 0.662, 0.664], [2.275, 1.395, 0.330], [0.088, -2.015, 2.188], [1.254, -3.190, 1.722], [-0.412, -3.827, 1.377], [1.429, -1.972, -0.144], [-1.202, -1.457, -0.757], [-1.159, -1.162, 0.876], [1.155, -0.373, -1.205], [-0.811, 0.433, -2.229], [0.158, 1.898, -1.721], [0.385, 1.174, 1.136], [1.838, 2.427, 0.022], [2.731, 1.008, -0.548], [2.996, 1.615, 1.079]], "forces_ev_per_angstrom": [[-1.14, 0.83, -0.68], [0.69, 1.49, 1.02], [-0.40, -0.49, -3.67], [-0.57, -1.24, 1.30], [-0.85, -1.48, -0.20], [0.39, 0.25, -0.16], [3.67, -3.00, -1.87], [-3.68, 2.95, -0.89], [-0.34, -2.07, -1.16], [1.91, -1.37, 0.85], [0.99, 1.97, 0.75], [-1.85, -0.97, 1.10], [0.29, 0.64, -0.03], [1.00, 0.98, 0.21], [-0.61, 0.51, 0.73], [0.37, 1.02, 0.65], [-0.06, -0.04, -0.04], [-2.08, 2.03, 1.49], [1.38, -0.95, 0.11], [0.46, -0.62, -0.58], [0.42, -0.44, 1.08]], "charge": -1, "e_lumo_ha": 0.137, "gap_ev": 6.3, "smiles": "CNC[C@@H](C[S-])NC", "relative_energy_kcal_mol": 52.06, "homo_energy_ev": -2.6}

Entry 5:
{"formula": "C5H13N2S", "method": "ωB97M-V/def2-TZVPD", "elements": ["C", "C", "C", "C", "C", "N", "N", "S", "H", "H", "H", "H", "H", "H", "H", "H", "H", "H", "H", "H", "H"], "xyz": [[0.076, 0.038, -2.480], [0.913, -1.238, -2.317], [-0.290, -0.466, 0.110], [-0.756, 1.519, 1.472], [-0.241, -0.621, 2.599], [0.252, 1.138, -1.719], [0.031, 0.219, 1.370], [0.911, -1.665, -0.407], [0.354, 0.454, -3.557], [-0.976, -0.294, -2.359], [0.658, -2.001, -2.911], [1.964, -1.166, -2.568], [-1.335, -0.541, -0.237], [-1.137, 1.525, 2.491], [-0.158, 2.411, 1.366], [-1.557, 1.577, 0.829], [-1.279, -0.946, 2.558], [0.484, -1.442, 2.482], [-0.140, -0.001, 3.507], [1.195, 1.195, -1.422], [1.031, 0.305, 1.192]], "forces_ev_per_angstrom": [[-0.15, -1.90, -3.11], [1.47, 3.25, 2.85], [1.08, 0.41, -2.68], [1.63, 0.07, 2.37], [0.60, -0.09, -0.31], [-1.54, -0.14, 3.69], [-1.43, 0.29, -0.85], [-0.99, 0.84, -0.65], [-0.80, -1.12, 1.30], [0.29, 0.44, -1.15], [-2.03, -3.07, -1.76], [0.52, 0.66, 0.44], [0.52, 0.18, 0.79], [-0.09, 0.18, -0.06], [0.55, -0.11, -0.31], [-1.51, -0.36, -1.73], [0.12, -0.20, -0.20], [-0.54, 0.10, 0.74], [0.47, -0.43, -0.51], [1.56, 0.33, 0.27], [0.28, 0.70, 0.86]], "charge": 1, "e_lumo_ha": [-0.188, -0.187], "gap_ev": [7.2, 7.2], "relative_energy_kcal_mol": 116.39, "homo_energy_ev": [-12.3, -12.3]}

Entry 6:
{"formula": "C5H13N3", "method": "ωB97M-V/def2-TZVPD", "elements": ["C", "C", "C", "C", "H", "H", "H", "H", "H", "H", "H", "H", "N", "C", "N", "N", "H", "H", "H", "H", "H"], "xyz": [[1.274, 2.458, 0.652], [1.202, 1.308, 1.608], [0.219, 0.421, 1.643], [0.153, -0.730, 2.603], [1.249, 3.414, 1.178], [2.206, 2.431, 0.083], [0.446, 2.428, -0.056], [2.005, 1.209, 2.335], [-0.589, 0.494, 0.920], [0.981, -0.687, 3.311], [0.215, -1.679, 2.067], [-0.790, -0.731, 3.151], [-1.909, -0.535, -1.123], [-1.142, -1.146, -1.940], [-1.274, -1.158, -3.326], [-0.092, -1.902, -1.463], [-2.753, -0.220, -1.595], [-1.790, -0.369, -3.680], [-0.447, -1.361, -3.863], [0.749, -1.917, -2.020], [0.089, -1.727, -0.486]], "forces_ev_per_angstrom": [[0.06, -0.06, -0.04], [-0.02, 0.03, 0.11], [-0.07, -0.18, -0.03], [0.08, 0.18, -0.13], [-0.01, 0.02, 0.00], [0.05, 0.04, -0.03], [-0.03, 0.02, 0.02], [0.06, 0.08, -0.02], [-0.07, 0.00, -0.03], [-0.03, -0.04, 0.06], [-0.05, -0.10, 0.03], [0.01, -0.02, 0.03], [-0.31, -0.41, 0.00], [0.18, 0.32, -0.07], [-0.15, -0.03, 0.11], [0.24, 0.05, 0.04], [0.11, 0.27, 0.02], [0.02, -0.03, -0.07], [-0.02, -0.08, 0.00], [-0.02, -0.01, 0.00], [-0.05, -0.03, 0.00]], "e_lumo_ha": 0.029, "gap_ev": 9.7, "smiles": "C/C=C/C.N=C(N)N", "relative_energy_kcal_mol": 8.67, "homo_energy_ev": -9.0}

Entry 7:
{"formula": "C5H13N3", "method": "ωB97M-V/def2-TZVPD", "elements": ["C", "C", "N", "C", "H", "H", "H", "H", "H", "N", "C", "C", "N", "H", "H", "H", "H", "H", "H", "H", "H"], "xyz": [[-2.654, -0.022, -2.707], [-2.441, -0.307, -1.425], [-1.391, -1.140, -1.012], [-1.517, -2.392, -1.034], [-2.077, -0.476, -3.502], [-3.411, 0.687, -3.008], [-2.928, 0.259, -0.642], [-0.649, -2.999, -0.824], [-2.470, -2.864, -1.274], [0.431, -0.586, 1.859], [0.942, 0.550, 1.087], [2.208, 1.150, 1.685], [2.669, 2.242, 0.833], [1.003, -1.395, 1.660], [-0.484, -0.795, 1.501], [0.151, 1.299, 1.056], [1.183, 0.275, 0.050], [2.005, 1.502, 2.694], [2.933, 0.327, 1.727], [3.382, 2.810, 1.277], [3.117, 1.876, 0.000]], "forces_ev_per_angstrom": [[-0.29, -0.12, 0.01], [0.31, 0.36, -0.42], [0.19, 0.14, 0.15], [-0.26, 0.22, -0.16], [0.04, -0.12, 0.09], [0.00, 0.06, 0.14], [-0.12, -0.12, 0.14], [0.07, -0.24, 0.22], [0.04, -0.20, -0.15], [0.46, 0.32, 0.02], [-0.06, 0.07, -0.07], [-0.16, -0.47, -0.29], [0.26, 0.29, -0.11], [0.03, -0.19, 0.10], [-0.31, -0.22, -0.07], [0.10, 0.14, -0.07], [-0.19, 0.07, -0.06], [0.08, 0.07, 0.02], [0.14, 0.05, 0.35], [-0.15, -0.10, 0.18], [-0.19, -0.04, -0.02]], "e_lumo_ha": 0.034, "gap_ev": 9.9, "smiles": "C=CN=C.NCCN", "relative_energy_kcal_mol": 47.59, "homo_energy_ev": -9.0}

Entry 8:
{"formula": "C5H13N3", "method": "ωB97M-V/def2-TZVPD", "elements": ["C", "C", "N", "N", "H", "H", "H", "H", "H", "H", "C", "C", "C", "N", "H", "H", "H", "H", "H", "H", "H"], "xyz": [[-0.639, -2.121, -0.011], [-0.795, -0.711, -0.567], [-0.784, -0.721, -1.983], [-1.709, 0.144, -0.064], [0.144, -0.918, -2.341], [-1.079, 0.179, -2.340], [-1.879, -0.046, 0.923], [0.351, -2.506, -0.262], [-1.368, -2.775, -0.487], [-0.748, -2.150, 1.072], [1.069, 0.164, 1.480], [-0.112, 2.061, 0.149], [0.697, 0.482, 0.041], [1.535, 0.498, -0.937], [2.411, 0.978, -0.725], [1.621, -0.775, 1.512], [0.186, 0.106, 2.113], [-0.356, 2.397, -0.851], [0.713, 2.615, 0.596], [-0.972, 2.151, 0.807], [1.715, 0.947, 1.877]], "forces_ev_per_angstrom": [[0.78, 0.36, 0.16], [-1.35, 0.28, -0.26], [0.45, 0.13, 0.28], [-0.79, -1.05, -0.22], [0.01, 0.00, -0.04], [-0.02, 0.03, 0.01], [0.07, -0.14, 0.00], [0.06, -0.09, 0.01], [-0.10, 0.15, 0.05], [-0.04, 0.02, 0.00], [0.30, -0.28, -0.30], [1.61, -1.34, -0.21], [-2.72, 2.29, 2.39], [1.00, 0.77, -2.04], [0.53, -0.85, 0.32], [-0.05, -0.07, 0.17], [0.00, -0.07, 0.01], [0.07, 0.01, -0.02], [0.05, 0.36, -0.29], [0.06, -0.61, -0.03], [0.09, 0.10, 0.03]], "e_lumo_ha": [0.000, -0.036], "gap_ev": [8.4, 6.5], "relative_energy_kcal_mol": 116.36, "homo_energy_ev": [-8.4, -7.4]}